# 1
# C7H11N2O3S

C7H11N2O3S as an isolated structure in a non-equilibrium geometry (wB97M-V/def2-TZVPD, the OMol25 dataset).

```
24
Properties=species:S:1:pos:R:3:forces:R:3:lowdin_charge:R:1
C -3.68829 -1.49680 0.20867 2.43 -2.18 0.03 0.053
C -3.63196 -0.22713 0.14009 -0.16 1.18 0.73 -0.249
C -4.76800 0.84854 -0.20669 1.95 -1.48 0.97 -0.781
C -2.31593 0.42824 0.23758 0.03 2.26 0.54 -0.250
C 2.73777 1.34251 -0.06478 2.04 -0.58 0.40 -0.182
C 0.01209 0.20889 0.71851 -0.58 -2.51 1.64 -0.237
C 0.54521 0.39985 -0.64772 2.90 0.13 -2.27 -0.199
N -0.58691 -2.71845 -0.80240 -0.92 0.32 0.70 -0.450
N -1.30915 -0.46049 0.73827 0.99 -0.19 -0.41 -0.411
O -5.05517 1.51783 0.74619 -1.25 1.53 2.05 0.020
O -4.95096 0.87505 -1.38636 -1.18 0.29 -3.31 0.029
O 1.50833 1.48445 -0.67111 -0.43 0.75 -0.19 -0.222
S -1.41469 -2.17852 0.44585 -1.34 1.18 0.20 0.843
H -4.27556 -2.35408 -0.01310 -0.40 -0.21 0.02 0.041
H -2.26521 0.85419 -0.77280 0.88 -0.34 -0.53 0.122
H -2.18356 1.43569 0.83055 -1.10 -1.93 -0.45 0.169
H 3.51398 0.63524 -0.53431 -1.31 0.55 -0.11 0.096
H 2.73925 0.99284 0.98228 -0.48 0.24 -0.08 0.075
H 3.23799 2.33031 -0.08033 -0.38 -0.38 0.04 0.084
H 0.68388 -0.38521 1.41929 -0.54 0.78 -1.00 0.133
H -0.19269 1.16943 1.16246 0.34 0.57 0.20 0.108
H -0.22293 0.80287 -1.34632 0.41 -0.81 0.48 0.128
H 1.18661 -0.44528 -1.13221 -1.94 0.69 1.00 0.144
H -1.02593 -2.35735 -1.63776 0.05 0.14 -0.68 -0.066
```
Positions in Å, forces in eV/Å.

The calculation puts the frontier orbital gap at 7.36 eV. Its charge is -1. Its energy above the lowest of the compared OMol25 structures with the same formula, charge and spin is 62.1 kcal per mole. For the total energy, the calculation gives -27391.8989 eV.

# 2
# C7H11N2S

An isolated ion of composition C7H11N2S and charge +1 in a non-equilibrium geometry (wB97M-V/def2-TZVPD, the OMol25 dataset).

```
21
Properties=species:S:1:pos:R:3:forces:R:3:lowdin_charge:R:1
C 2.02332 1.05336 -0.48931 1.45 2.03 -1.97 -0.108
C 3.36621 0.85501 -0.78950 -1.31 -0.45 0.80 -0.309
C 2.28632 -0.95458 0.50228 0.56 0.43 0.43 -0.262
C -2.04124 0.33543 0.64464 -0.42 1.44 1.04 -0.208
C -2.31410 -0.62300 -0.45959 -2.51 1.11 -3.94 -0.323
C -0.69844 1.05547 0.56653 0.05 0.80 -2.28 -0.236
C -1.56900 -1.84784 -0.44687 0.42 -0.39 2.43 0.046
N 1.45819 0.07458 0.28545 0.83 0.38 -0.49 -0.190
N 0.29086 0.15975 0.96149 0.61 -2.01 0.35 0.137
S 3.90438 -0.59556 -0.03812 -1.98 -0.94 0.20 1.123
H 1.42102 1.90536 -0.88047 0.61 -0.91 0.66 0.144
H 4.12276 1.38198 -1.38818 -0.90 0.13 0.38 0.100
H 1.80797 -1.78118 1.03887 0.98 0.10 -0.03 0.129
H -2.80266 1.14166 0.69841 0.19 -0.65 -0.01 0.132
H -2.05127 -0.23940 1.57694 -0.12 0.33 0.09 0.124
H -3.45010 -0.82360 -0.41139 1.46 0.05 0.04 0.151
H -2.20999 -0.14356 -1.55654 -0.15 -0.65 2.45 0.161
H -0.52650 1.58017 -0.42464 -0.33 -0.88 0.70 0.134
H -0.67774 1.87616 1.25010 -0.23 0.63 1.02 0.133
H -1.53452 -2.41241 0.50303 -0.09 0.06 -0.75 0.082
H -0.80548 -1.99781 -1.14313 0.87 -0.61 -1.12 0.037
```
Positions in Å, forces in eV/Å.

The calculation puts the frontier orbital gap (alpha / beta) at 9.07 / 5.64 eV. Its charge is +1. Its energy above the lowest of the compared OMol25 structures with the same formula, charge and spin is 115.1 kcal per mole. For the total energy, the calculation gives -21241.1131 eV.

# 3
# C7H11N5O

An isolated ion of composition C7H11N5O and charge +2 in a non-equilibrium geometry (wB97M-V/def2-TZVPD, the OMol25 dataset).

```
24
Properties=species:S:1:pos:R:3:forces:R:3:lowdin_charge:R:1
C -2.95935 -0.78890 -0.78391 -0.48 -1.60 1.36 0.016
C -2.42515 -1.29568 0.34703 -2.09 -1.05 1.50 0.055
C -2.27303 0.22049 -1.43102 -0.09 0.13 -1.92 -0.046
C 1.11118 0.63413 0.09313 -6.95 -1.65 -1.68 0.071
C -0.52149 0.19282 -0.10401 6.88 2.05 1.86 -0.066
C 1.88273 1.17782 -1.04125 1.02 0.74 -0.30 -0.470
C 1.65588 0.37911 1.31346 3.13 0.45 3.99 -0.091
N -1.05545 0.58834 -1.19679 -0.13 0.22 0.72 0.139
N 1.32351 1.62997 -2.13687 -0.82 -0.05 -2.12 0.236
N 2.97956 0.46977 1.49270 -0.84 1.38 0.50 0.218
N -0.20969 -1.66096 1.37516 -0.46 2.06 1.55 0.150
N -1.18428 -0.66115 0.93526 -0.77 -2.06 -0.89 -0.030
O 3.10163 1.25670 -0.90435 0.68 -0.38 0.66 0.090
H -3.86386 -1.16929 -1.28327 0.37 0.02 0.75 0.163
H -2.98785 -2.01433 1.09924 1.58 1.36 -1.78 0.199
H -2.63207 0.55321 -2.34563 -1.06 0.88 -1.46 0.130
H 1.06934 0.27980 2.26844 0.47 -0.31 -1.42 0.159
H 0.34266 1.67056 -2.30326 -0.59 -0.22 0.48 0.093
H 1.82236 1.65849 -3.03144 0.54 0.34 0.91 0.169
H 3.46954 0.99660 0.60285 -0.58 -1.59 1.04 0.170
H 3.34082 0.45347 2.50065 -0.47 0.00 -2.04 0.190
H 0.05379 -2.12260 0.56869 0.65 -1.79 -1.67 0.100
H -0.46525 -2.21187 2.19533 -0.48 0.05 -0.47 0.151
H -1.57553 -0.23652 1.76987 0.51 1.04 0.44 0.204
```
Positions in Å, forces in eV/Å.

The structure (SMILES) is NC(=O)/C(C=[NH2+])=C1\N=CC=C[N@H+]1N. The calculation puts the frontier orbital gap (alpha / beta) at 7.73 / 6.34 eV. Its charge is +2. Its energy above the lowest of the compared OMol25 structures with the same formula, charge and spin is 110.4 kcal per mole. For the total energy, the calculation gives -16913.1832 eV.

# 4
# C7H11N5O

A 2-piece molecular cluster, C7H11N5O overall in a non-equilibrium geometry (wB97M-V/def2-TZVPD, the OMol25 dataset).

```
24
Properties=species:S:1:pos:R:3:forces:R:3:lowdin_charge:R:1
C -0.72897 3.35621 3.39534 0.05 -0.21 0.37 -0.084
C -0.33134 1.41660 2.57722 -0.41 1.91 -0.58 -0.154
C -0.46234 2.30774 1.45909 0.13 -0.64 0.49 -0.154
C -0.04138 0.11725 2.74067 0.34 -1.04 0.49 0.009
C -0.13858 1.01471 -0.65911 0.05 0.35 -0.38 -0.202
C 1.52468 -3.24382 -1.90719 1.22 -0.60 0.56 -0.015
C -0.38575 -2.99254 -3.31657 -0.33 -0.19 -0.42 0.191
N -0.51343 2.15175 3.75408 0.05 -0.40 0.47 0.158
N -0.71043 3.50640 2.01958 0.04 -0.26 -0.39 0.189
N -0.35341 2.14533 0.12477 -0.06 0.52 -0.33 0.143
N -0.11342 -0.20760 -0.38029 0.04 -0.84 0.31 0.136
N 0.30349 -2.62803 -2.32198 -0.63 0.71 0.14 -0.012
O 0.20365 -0.95305 3.01325 -0.09 0.27 -0.30 0.364
H -0.89821 4.16805 4.07910 -0.07 0.25 -0.03 0.157
H 2.30078 -2.48386 -1.81149 -0.06 -0.01 -0.09 0.114
H 1.39069 -3.70175 -0.92453 -0.08 0.04 -0.08 0.117
H 1.84774 -4.00952 -2.60955 -0.11 0.08 -0.04 0.113
H -0.06289 -3.83108 -3.92507 0.10 0.01 0.08 0.134
H -1.30755 -2.49381 -3.58634 0.00 0.16 0.17 0.129
H 0.03194 1.28320 -1.69728 -0.06 0.23 0.01 0.141
H -0.85965 4.38700 1.54156 0.01 -0.10 -0.09 0.192
H -0.42999 3.00368 -0.41406 0.06 -0.21 0.04 0.174
H -0.28223 -0.49098 0.57968 -0.11 0.14 -0.10 0.041
H 0.01659 -1.82188 -1.73090 -0.09 -0.16 -0.27 0.118
```
Positions in Å, forces in eV/Å.

The calculation puts the frontier orbital gap at 9.08 eV. Its charge is +2. Its energy above the lowest of the compared OMol25 structures with the same formula, charge and spin is 0.0 kcal per mole. For the total energy, the calculation gives -16917.9699 eV.

# 5
# C7H11NO

A 2-piece molecular cluster, C7H11NO overall in a non-equilibrium geometry (wB97M-V/def2-TZVPD, the OMol25 dataset).

```
20
Properties=species:S:1:pos:R:3:forces:R:3:lowdin_charge:R:1
C 0.16682 0.41425 -1.62483 -0.77 -0.30 -0.42 -0.102
C 0.43315 -1.90931 0.00937 -0.04 -0.04 0.20 -0.087
C 1.36617 1.11971 0.33557 -0.07 0.66 1.50 -0.211
C -0.18498 -0.62990 0.51674 0.11 -0.13 -0.64 -0.341
C 0.63801 0.36702 1.16308 0.45 0.29 -0.32 -0.106
C -1.57079 -0.72203 0.92445 -0.12 0.23 -0.15 -0.146
C -2.25069 0.28962 1.48856 0.05 -0.07 -0.14 0.045
O 1.13764 0.90078 -2.47281 0.04 0.05 0.33 -0.067
N 1.90830 2.17880 -0.01622 -0.44 -0.49 -0.89 0.122
H 1.26438 1.83959 -2.28414 -0.01 -0.07 0.02 0.076
H 2.64713 2.06505 -0.71416 0.31 -0.06 0.43 0.066
H -0.65103 1.10522 -1.42040 0.09 0.05 0.03 0.091
H -0.14607 -0.54529 -2.01630 -0.05 -0.03 0.09 0.073
H 0.64987 0.49958 2.24444 0.29 -0.08 -0.05 0.117
H -2.08179 -1.66484 0.74783 0.02 0.01 -0.02 0.106
H 1.44702 -1.74887 -0.34862 0.00 -0.01 0.01 0.084
H 0.46181 -2.63257 0.83514 0.07 -0.02 -0.05 0.087
H -0.15889 -2.36635 -0.78852 0.00 0.05 0.03 0.075
H -3.28276 0.17809 1.79393 0.03 -0.03 0.01 0.055
H -1.79330 1.26144 1.62688 0.04 0.00 0.03 0.062
```
Positions in Å, forces in eV/Å.

The calculation puts the frontier orbital gap (alpha / beta) at 7.57 / 6.88 eV. Its energy above the lowest of the compared OMol25 structures with the same formula, charge and spin is 136.6 kcal per mole. For the total energy, the calculation gives -10969.3523 eV.

# 6
# C7H11NO2

A 2-piece molecular cluster, C7H11NO2 overall in a non-equilibrium geometry (wB97M-V/def2-TZVPD, the OMol25 dataset).

```
21
Properties=species:S:1:pos:R:3:forces:R:3:lowdin_charge:R:1
C -2.57644 -1.51618 0.76334 1.70 0.04 0.19 -0.114
C -1.18018 -1.60548 0.48965 0.70 1.52 -0.83 -0.136
C -2.92618 -0.20013 0.77932 3.20 -1.75 -1.11 -0.123
C -0.76661 -0.32451 0.21447 2.88 2.19 -0.08 -0.102
C 1.85081 1.34889 1.02811 2.75 -1.80 -2.89 -0.011
C 1.81549 -0.26474 -1.13452 -1.83 -4.07 1.93 -0.204
C 1.29010 0.82918 -0.27874 -3.80 0.71 1.83 -0.282
N -1.79534 0.54868 0.40930 -1.54 -1.02 0.48 0.022
O 0.73859 -0.71644 -1.99126 1.46 0.17 -0.66 -0.094
O 0.75317 1.92830 -0.97473 1.34 -1.55 1.18 0.032
H -3.00767 -2.44452 0.95951 -1.75 -0.76 0.53 0.072
H -0.49690 -2.42997 0.38209 -0.32 -0.47 0.30 0.082
H -3.82598 0.19579 0.94670 -3.20 1.74 0.54 0.057
H 3.00735 1.36303 0.94766 -1.74 0.89 0.00 0.131
H 1.31866 2.19932 1.28558 -0.36 1.89 0.49 0.065
H 1.71474 0.62105 1.72638 -0.60 -2.01 2.21 0.042
H 2.64943 0.06600 -1.66904 1.27 0.52 -1.44 0.101
H 2.16266 -1.25897 -0.54406 -0.48 2.75 -0.73 0.181
H -1.95986 1.47943 0.05589 0.84 -0.06 0.07 0.139
H 0.28179 -1.45494 -1.54920 0.12 0.78 -0.02 0.066
H 0.95238 1.63622 -1.84645 -0.64 0.28 -1.98 0.077
```
Positions in Å, forces in eV/Å.

The calculation puts the frontier orbital gap at 8.36 eV. Its energy above the lowest of the compared OMol25 structures with the same formula, charge and spin is 130.4 kcal per mole. For the total energy, the calculation gives -13017.6280 eV.